Computed, not measured: a 9-piece molecular cluster, C42H78O27 overall, with ωB97M-V with the def2-TZVPD basis set.

The geometry in XYZ format:
```
147
Properties=species:S:1:pos:R:3:mulliken_charge:R:1
C -0.7126 1.6430 -1.1874 -1.244
C -0.1104 1.4688 0.2856 0.374
C -0.4832 0.2353 1.0047 -0.480
O 0.6150 -0.6259 1.0795 -0.306
C 1.7164 0.1075 0.6264 0.633
O 2.9143 -0.3723 0.6453 -0.577
O 1.2164 1.3474 0.1688 -0.341
H -0.0965 2.3449 -1.7495 0.333
H -1.6283 2.2056 -1.0053 0.340
H -0.7597 0.6646 -1.6656 0.367
H -0.2436 2.3039 0.9733 0.337
H -1.2555 -0.2801 0.4338 0.283
H -1.0385 0.4289 1.9225 0.283
C -3.4540 -9.4609 0.0718 -1.449
C -2.5640 -8.3091 0.5523 0.445
C -3.0638 -6.9477 0.2061 -0.365
O -3.0788 -6.3364 1.4803 -0.314
C -2.7276 -7.0453 2.4581 0.716
O -2.5328 -6.6230 3.6071 -0.603
O -2.3745 -8.2495 1.9779 -0.368
H -4.4276 -9.4311 0.5610 0.361
H -2.9109 -10.3877 0.2563 0.347
H -3.7208 -9.3259 -0.9764 0.398
H -1.5881 -8.4332 0.0829 0.224
H -4.0702 -7.1935 -0.1328 0.282
H -2.5562 -6.5024 -0.6496 0.325
C -6.0152 -1.3932 -9.1277 -1.352
C -4.6585 -1.9162 -8.6946 0.440
C -3.4722 -0.9610 -8.5068 -0.332
O -3.0639 -1.2887 -7.1857 -0.331
C -3.9869 -2.0449 -6.4712 0.656
O -3.8387 -2.4412 -5.3004 -0.556
O -4.9438 -2.4478 -7.3846 -0.332
H -6.6497 -2.2774 -9.1878 0.355
H -6.1200 -1.1806 -10.1917 0.407
H -6.5244 -0.6746 -8.4856 0.318
H -4.3234 -2.6743 -9.4026 0.190
H -3.7810 0.0842 -8.4865 0.252
H -2.6841 -1.2044 -9.2194 0.284
C 2.8739 4.1349 5.5025 -1.320
C 4.2340 3.4845 5.4456 0.443
C 5.2159 4.5137 6.1400 -0.546
O 5.7842 3.7045 7.1919 -0.313
C 5.0099 2.7112 7.4561 0.704
O 5.1210 2.0600 8.5621 -0.634
O 4.2049 2.4417 6.4740 -0.310
H 2.2142 3.2721 5.4107 0.309
H 2.6332 4.8143 4.6848 0.382
H 2.7249 4.7328 6.4017 0.354
H 4.5501 3.1226 4.4672 0.376
H 4.8330 5.4867 6.4476 0.260
H 6.1016 4.7258 5.5410 0.296
C 6.7488 3.6468 -3.2857 -1.289
C 5.8864 4.5699 -4.0628 0.383
C 6.4965 5.2531 -5.3165 -0.483
O 5.4215 5.2409 -6.2685 -0.290
C 4.4640 4.4130 -5.7330 0.566
O 3.4250 4.1139 -6.2949 -0.566
O 4.7558 3.8695 -4.5408 -0.312
H 6.4956 3.7467 -2.2303 0.289
H 7.8167 3.7587 -3.4731 0.383
H 6.5244 2.6300 -3.6081 0.360
H 5.3136 5.3179 -3.5147 0.316
H 7.3784 4.6988 -5.6377 0.321
H 6.9305 6.2156 -5.0457 0.322
C 3.8940 -7.5079 4.2214 -1.302
C 4.2542 -7.2457 2.7511 0.446
C 5.6043 -6.5367 2.7180 -0.608
O 6.3151 -7.1288 1.6992 -0.319
C 5.8384 -8.3632 1.4917 0.653
O 6.5426 -9.2365 0.9679 -0.579
O 4.6456 -8.5047 2.0692 -0.316
H 4.0354 -6.6337 4.8570 0.373
H 4.4143 -8.3310 4.7111 0.359
H 2.8205 -7.6968 4.2226 0.349
H 3.7529 -6.4839 2.1539 0.305
H 6.1014 -6.7416 3.6661 0.292
H 5.5209 -5.4683 2.5190 0.347
C -5.7372 1.6350 5.5606 -0.580
O -4.7116 2.4886 6.0922 -0.327
C -5.2037 3.3476 7.1292 -0.323
C -4.0753 4.3158 7.3533 -0.453
O -4.5177 5.6155 7.5964 -0.283
C -3.5223 6.6626 7.5505 -0.548
C -4.2019 8.0741 7.5838 -0.392
O -4.0466 8.8305 6.3630 -0.429
C -4.3616 8.2433 5.1749 -0.591
H -5.1443 0.9715 4.9310 0.252
H -6.3617 2.2502 4.9128 0.134
H -6.3700 1.2502 6.3603 0.295
H -5.4500 2.6226 7.9049 0.362
H -6.0304 3.9716 6.7895 0.238
H -3.4095 4.2651 6.4918 0.337
H -3.5114 4.0226 8.2388 0.194
H -2.8642 6.5406 6.6902 0.398
H -2.9389 6.5805 8.4675 0.333
H -3.9062 8.7916 8.3492 0.324
H -5.2503 7.8870 7.8161 0.298
H -5.3002 7.6918 5.2298 0.241
H -3.5983 7.4949 4.9619 0.231
H -4.5097 8.8523 4.2831 0.292
C 6.3202 -3.0898 -5.4992 -0.659
O 7.7221 -3.3915 -5.8201 -0.319
C 8.1870 -4.5022 -5.0024 -0.563
C 8.1545 -5.8660 -5.7026 -0.493
O 8.8470 -5.6949 -6.9497 -0.265
C 10.2237 -5.7629 -6.8272 -0.350
C 10.8215 -5.6434 -8.2957 -0.644
O 10.3851 -6.5734 -9.2610 -0.310
C 10.9914 -6.3724 -10.5489 -0.825
H 6.1749 -2.1833 -6.0868 0.218
H 6.1889 -2.8602 -4.4418 0.299
H 5.7522 -4.0063 -5.6589 0.268
H 7.8127 -4.5396 -3.9793 0.433
H 9.2447 -4.3486 -4.7888 0.324
H 7.1844 -6.1712 -6.0949 0.276
H 8.4359 -6.6906 -5.0476 0.343
H 10.4088 -6.6820 -6.2712 0.373
H 10.6047 -4.9594 -6.1968 0.225
H 11.9008 -5.6977 -8.1537 0.386
H 10.6939 -4.5951 -8.5658 0.337
H 10.6091 -5.4831 -11.0500 0.356
H 10.4049 -7.1000 -11.1098 0.290
H 12.0337 -6.6050 -10.7672 0.301
C -7.5558 2.8769 -1.5361 -0.723
O -7.2026 3.7621 -0.5362 -0.321
C -7.6028 3.3788 0.7900 -0.413
C -7.4538 4.5738 1.6412 -0.346
O -8.6059 5.4271 1.5655 -0.402
C -9.6579 5.0847 2.4555 -0.356
C -9.3955 5.7660 3.7742 -0.276
O -10.4421 5.6774 4.8055 -0.372
C -10.7000 4.4630 5.5173 -0.657
H -7.0174 1.9372 -1.4124 0.286
H -7.2953 3.4285 -2.4394 0.218
H -8.6038 2.6135 -1.3932 0.327
H -7.1735 2.3994 1.0011 0.467
H -8.6521 3.0837 0.7941 0.272
H -6.7870 5.2319 1.0840 0.255
H -7.1603 4.6212 2.6898 0.226
H -9.7240 4.0264 2.7077 0.323
H -10.5465 5.4697 1.9552 0.247
H -9.4527 6.8210 3.5060 0.234
H -8.3548 5.6371 4.0713 0.214
H -10.0743 4.2334 6.3797 0.242
H -10.8202 3.6274 4.8278 0.303
H -11.7020 4.6659 5.8953 0.249
```

## Properties
- HOMO: -9.341 eV
- Energy above the lowest of the compared OMol25 structures with the same formula, charge and spin: 1086.92 kJ/mol
- Frontier orbital gap: 9.3023 eV
- Energy: -100088.6602 eV
- SMILES: C[C@H]1COC(=O)O1.C[C@H]1COC(=O)O1.C[C@H]1COC(=O)O1.C[C@H]1COC(=O)O1.C[C@H]1COC(=O)O1.C[C@H]1COC(=O)O1.COCCOCCOC.COCCOCCOC.COCCOCCOC

---

Computed, not measured: C42H37N5O2P2STi as an isolated structure, with ωB97M-V with the def2-TZVPD basis set.

The geometry in XYZ format:
```
90
Properties=species:S:1:pos:R:3:mulliken_charge:R:1
Ti -1.3743 1.0349 0.1057 0.024
C -4.0021 2.7461 0.7001 -1.106
N -3.2667 1.6859 1.4256 -0.391
C -4.0469 0.4984 1.8108 -1.452
C -3.7665 -0.6140 0.8465 0.576
N -2.9097 -0.4799 -0.1302 0.561
C -2.8185 -1.7474 -0.7325 0.133
C -2.0231 -2.1859 -1.7871 -0.536
C -2.1338 -3.5135 -2.1464 -0.760
C -3.0148 -4.3864 -1.4831 -0.562
C -3.8068 -3.9581 -0.4357 -1.261
C -3.6780 -2.6199 -0.0814 0.865
N -4.2759 -1.8572 0.9260 -0.088
C -3.5186 2.8999 -0.7130 0.145
N -2.4414 2.3206 -1.1634 0.781
C -2.3000 2.7286 -2.4969 -0.169
C -1.3302 2.4041 -3.4411 -0.307
C -1.4605 2.9778 -4.6887 -0.940
C -2.5191 3.8518 -4.9945 -0.471
C -3.4821 4.1742 -4.0598 -1.221
C -3.3431 3.5883 -2.8084 0.861
N -4.1100 3.6752 -1.6432 -0.095
H -3.8597 3.6971 1.2160 0.421
H -5.0735 2.5348 0.6983 0.463
H -2.8178 2.0924 2.2356 0.316
H -5.1178 0.7107 1.8592 0.539
H -3.7333 0.1798 2.8055 0.424
H -1.3352 -1.5146 -2.2842 0.498
H -1.5220 -3.8940 -2.9538 0.480
H -3.0726 -5.4195 -1.7997 0.418
H -4.4843 -4.6302 0.0742 0.454
H -4.9601 -2.1735 1.5916 0.224
H -0.5130 1.7402 -3.1919 0.534
H -0.7309 2.7510 -5.4545 0.467
H -2.5778 4.2851 -5.9838 0.400
H -4.2959 4.8469 -4.2943 0.425
H -4.9433 4.2223 -1.5124 0.223
O -0.1354 0.3972 -1.0377 0.310
P 1.6557 0.4566 -1.1154 0.468
C 1.8681 0.4249 0.7307 -1.847
P 0.7052 -0.1991 1.9691 0.462
O -0.7853 -0.3059 1.5827 0.285
C 1.2545 -1.8553 2.3895 0.930
C 0.4460 -2.9503 2.0923 -0.504
C 0.9027 -4.2363 2.3493 -0.561
C 2.1596 -4.4302 2.9035 -0.626
C 2.9615 -3.3392 3.2180 -0.743
C 2.5098 -2.0540 2.9642 -0.784
C 0.9086 0.7777 3.4479 0.825
C 2.0126 1.5955 3.6685 -0.383
C 2.1126 2.3211 4.8489 -0.770
C 1.1154 2.2271 5.8074 -0.555
C 0.0181 1.3992 5.5972 -0.799
C -0.0851 0.6728 4.4229 -0.884
C 3.4656 0.9654 -1.3063 0.528
C 3.7081 2.2353 -1.8168 -0.385
C 5.0077 2.7001 -2.0075 -0.644
C 6.0842 1.8898 -1.6900 -0.498
C 5.8618 0.6094 -1.1876 -0.740
C 4.5666 0.1514 -1.0028 -0.301
C 1.8444 -1.1705 -1.8627 0.214
C 1.5106 -2.3542 -1.2120 -0.068
C 1.6291 -3.5801 -1.8576 -0.515
C 2.0661 -3.6300 -3.1719 -0.696
C 2.3831 -2.4512 -3.8390 -0.602
C 2.2774 -1.2324 -3.1896 -0.613
H 1.9670 1.4981 0.9327 0.651
H 2.8249 -0.0460 0.9632 0.772
H -0.5330 -2.7909 1.6565 0.279
H 0.2791 -5.0875 2.1083 0.491
H 2.5160 -5.4338 3.0973 0.412
H 3.9368 -3.4923 3.6610 0.429
H 3.1341 -1.2057 3.2257 0.421
H 2.7940 1.6851 2.9244 0.456
H 2.9660 2.9652 5.0146 0.433
H 1.1925 2.7988 6.7232 0.417
H -0.7523 1.3195 6.3532 0.440
H -0.9369 0.0233 4.2587 0.386
H 2.8671 2.8747 -2.0693 0.326
H 5.1748 3.6922 -2.4083 0.420
H 7.0956 2.2472 -1.8362 0.391
H 6.7027 -0.0308 -0.9487 0.407
H 4.4140 -0.8598 -0.6345 0.350
H 1.1598 -2.3295 -0.1920 0.145
H 1.3724 -4.4920 -1.3319 0.502
H 2.1706 -4.5824 -3.6765 0.398
H 2.7214 -2.4849 -4.8664 0.428
H 2.5473 -0.3212 -3.7116 0.419
S -0.4663 3.7732 2.0328 -0.189
C -0.5179 2.5928 1.0133 0.442
```

## Properties
- HOMO (spin up / spin down): -7.893 / -7.769 eV
- Charge: +1
- Energy above the lowest of the compared OMol25 structures with the same formula, charge and spin: 155.13 kJ/mol
- Frontier orbital gap (spin up / spin down): 4.7097 / 4.6726 eV
- Energy: -108226.1981 eV
- 2S+1: 2